No. 1
Computed, not measured: a molecular structure, C29H33F10IN5O2PS3Tl in a non-equilibrium geometry, with wB97M-V/def2-TZVPD.

Geometry (Å):
Tl  0.459347  -0.506653  1.649213
C  1.842989  -3.088882  3.227788
N  0.481613  -2.584734  3.023632
C  -0.253301  -3.577372  2.242186
C  -1.574131  -3.108174  1.647271
N  -1.442329  -1.846196  0.950352
C  -2.370630  -1.509406  0.046580
C  -3.662376  -2.084244  -0.114589
F  -4.112474  -3.026210  0.747091
C  -4.547773  -1.711701  -1.107915
F  -5.739545  -2.319929  -1.189522
C  -4.233533  -0.722848  -2.017894
F  -5.089782  -0.365245  -2.994230
C  -2.998562  -0.111454  -1.893700
F  -2.648940  0.848931  -2.767639
C  -2.121851  -0.489221  -0.907346
F  -0.927333  0.115826  -0.874650
C  -0.138775  -2.231379  4.299001
C  -1.325524  -1.276275  4.188336
N  -0.961605  -0.046317  3.514516
C  -1.871446  0.949670  3.452643
C  -3.259252  0.893757  3.730374
F  -3.850337  -0.262826  4.105865
C  -4.096413  1.990913  3.628461
F  -5.403806  1.848373  3.891350
C  -3.617068  3.227769  3.251722
F  -4.437056  4.289290  3.144090
C  -2.258873  3.349143  3.004876
F  -1.756640  4.547167  2.670925
C  -1.432734  2.259686  3.129754
F  -0.118387  2.448312  2.990393
H  1.825844  -4.058848  3.744624
H  2.339168  -3.218015  2.264081
H  2.421370  -2.387012  3.822599
H  0.398078  -3.861586  1.415861
H  -0.453542  -4.469660  2.854637
H  -1.865998  -3.894019  0.940719
H  -2.347803  -3.074494  2.419194
H  -0.470782  -3.138913  4.824959
H  0.626229  -1.743013  4.905439
H  -2.171241  -1.778408  3.719453
H  -1.623592  -1.042092  5.217920
C  0.675957  5.571970  -3.248084
C  -0.139078  4.677618  -2.373345
C  -1.500648  4.661936  -2.326616
C  -2.129600  3.728987  -1.459942
N  -1.447606  2.909604  -0.696359
C  -0.104654  2.934848  -0.712316
S  0.895755  2.030794  0.262370
N  0.528950  3.813881  -1.581147
C  -3.618362  3.662827  -1.393005
H  0.035330  6.245518  -3.810598
H  1.261260  4.973417  -3.948176
H  1.369134  6.161594  -2.646001
H  -2.083812  5.337405  -2.933489
H  1.538622  3.798361  -1.560927
H  -4.074370  4.470194  -1.962762
H  -3.948924  3.708606  -0.355668
H  -3.951019  2.705896  -1.798433
C  3.368276  -2.368494  -4.813407
C  2.173968  -2.592376  -3.895188
C  1.391425  -1.307728  -3.663784
O  2.630523  -3.248500  -2.694434
P  3.155714  -2.676382  -1.294673
S  4.144764  -4.120857  -0.432764
S  1.406868  -2.102942  -0.364400
O  4.075963  -1.480664  -1.872480
C  5.010706  -0.592522  -1.229164
C  5.562974  -1.104336  0.088787
C  4.330482  0.746035  -1.046836
H  3.027873  -1.998876  -5.782402
H  3.905872  -3.306576  -4.953646
H  4.046914  -1.642236  -4.367883
H  1.512111  -3.333500  -4.350857
H  2.019627  -0.563756  -3.174776
H  0.525736  -1.490144  -3.032223
H  1.051898  -0.913148  -4.624079
H  5.824585  -0.501962  -1.956496
H  4.747607  -1.280935  0.790294
H  6.226298  -0.353596  0.521489
H  6.103503  -2.038202  -0.043279
H  3.489161  0.616153  -0.376256
H  3.960354  1.122954  -2.004224
H  5.015193  1.473128  -0.606431
I  2.773464  0.432297  2.925189

Cartesian forces, eV/Å:
Tl -0.8 -0.6 0.5
C 0.2 -0.1 0.0
N 0.2 0.0 -0.1
C -0.2 -0.1 -0.2
C 0.0 0.0 -0.1
N 0.6 0.5 0.2
C -0.4 0.0 -0.3
C 0.2 0.1 0.1
F 0.0 0.0 0.0
C 0.1 0.1 -0.1
F -0.1 0.0 0.0
C 0.0 0.0 0.1
F 0.0 0.0 0.0
C -0.1 0.0 0.1
F 0.1 0.0 -0.1
C 0.0 -0.2 0.1
F 0.1 0.0 -0.1
C -0.1 0.3 0.1
C -0.1 0.1 -0.1
N 0.7 -0.1 -0.4
C -0.4 0.3 0.1
C 0.2 -0.1 -0.1
F -0.1 0.0 -0.1
C 0.0 0.1 0.0
F -0.1 0.0 0.0
C 0.1 -0.1 0.0
F 0.0 0.0 0.0
C -0.1 -0.1 0.0
F 0.1 0.1 0.0
C 0.0 -0.2 0.1
F 0.2 0.1 0.0
H -0.1 0.0 0.0
H 0.0 0.0 0.0
H 0.0 0.0 0.0
H 0.0 0.0 0.1
H 0.1 0.0 0.0
H 0.0 0.0 0.0
H 0.0 -0.1 0.0
H 0.1 0.0 0.0
H 0.0 0.0 0.0
H 0.0 0.0 0.1
H -0.1 -0.1 0.0
C 0.0 0.0 0.0
C -0.1 0.0 0.0
C 0.0 0.0 0.0
C 0.3 0.2 -0.1
N -0.3 0.0 0.1
C 0.3 0.0 0.0
S 0.4 0.0 0.0
N -0.4 0.0 0.1
C -0.1 -0.1 0.0
H 0.0 0.0 0.0
H 0.0 0.0 0.0
H 0.0 0.0 0.0
H 0.0 0.0 0.0
H 0.0 -0.1 0.0
H 0.0 0.0 0.0
H 0.0 0.0 0.0
H 0.0 0.0 0.0
C -0.1 -0.1 0.1
C 0.1 0.2 0.0
C 0.0 -0.2 0.1
O -0.2 0.0 -0.2
P 0.0 -0.3 0.0
S -0.1 0.2 0.1
S 0.3 0.2 -0.3
O -0.2 -0.1 0.2
C 0.1 0.1 0.2
C -0.1 -0.2 -0.1
C 0.0 0.0 -0.2
H 0.0 0.0 0.0
H 0.0 0.0 0.0
H 0.0 0.0 0.0
H 0.0 0.0 0.0
H 0.0 0.1 0.0
H 0.0 0.1 0.0
H 0.0 0.0 0.0
H 0.0 0.0 0.0
H 0.0 0.0 0.1
H 0.0 0.0 -0.1
H 0.0 0.0 0.0
H -0.2 0.1 0.2
H 0.0 0.0 0.1
H 0.0 0.0 0.0
I 0.1 0.1 -0.1

## Properties
Total charge ... -1

No. 2
Computed, not measured: a molecular structure, CBrClFO2S in a non-equilibrium geometry, with wB97M-V/def2-TZVPD.

Geometry (Å):
C  -0.346248  0.653878  -0.271541
O  0.670461  -2.063097  -0.582859
O  0.773768  -1.446631  1.877759
F  -0.113131  0.583079  -1.547536
S  0.962711  -1.066565  0.430919
Cl  -2.478549  1.171846  -0.284032
Br  0.530988  2.167489  0.377291

Cartesian forces, eV/Å:
C -2.0 -1.2 0.8
O -0.3 -0.3 0.4
O -0.2 0.5 -2.9
F 0.0 -0.1 -1.5
S 0.3 -0.1 2.4
Cl 1.5 -0.4 0.1
Br 0.6 1.6 0.7

## Properties
Total charge ... -1

| no. | HOMO-LUMO gap (Ha) |
| --- | --- |
| 1 | 0.2190 |
| 2 | 0.2821 |